Entry 1:
Formula: C42H59BBr30N2O3Si
Source: OMol25
Level of theory: ωB97M-V with the def2-TZVPD basis set

Its HOMO energy is -0.292 Ha. The value obtained for the calculated total energy is -79504.5917 Eh. For the lowest unoccupied orbital energy, the calculation gives -1.3306 eV. The value obtained for the frontier orbital gap is 6.6 eV.

ORCA input file:
```
! RIJCOSX wB97M-V def2-TZVPD def2/J DEFGRID3
* xyz 0 1
C -0.36446 -4.03940 4.81250
C -0.86579 -5.42713 4.08736
C -0.13174 -5.76041 2.65751
C -0.52292 -4.71717 1.43424
C 0.16254 -3.19654 1.56068
C -0.10518 -2.08157 0.38944
C 0.47620 -0.54964 0.34012
C 1.18180 -0.02543 1.72344
C 0.50421 1.44996 2.08193
C 0.72747 2.58381 0.91883
C -0.65083 3.46797 0.58138
C -1.88427 2.55525 0.00420
C -3.10018 3.39889 -0.70330
C -4.53790 2.98637 0.02229
Si -5.19514 1.24494 -0.47264
C -4.08007 0.27338 -1.70918
C -6.91257 1.49448 -1.38163
C -5.47383 0.05764 1.05299
C -4.59683 -1.34466 1.28462
C -4.83962 -2.31849 2.61917
C -6.03429 -1.81739 3.67716
C -6.93818 -0.45765 3.45883
C -6.65034 0.52136 2.14454
C -1.06165 -2.54984 -0.87803
O -1.29943 -1.58036 -1.99693
C -0.40022 -2.08886 -3.08244
C 0.29062 -0.89246 -3.96415
O 1.50316 -1.27688 -4.70212
C 2.58571 -1.72613 -3.81417
C 3.03042 -0.65511 -2.65612
C -1.78592 -4.04577 -0.99393
N -2.64925 -4.27668 -2.20257
C -3.27245 -5.64269 -2.16064
C -3.00649 -6.73769 -0.98799
B -3.79955 -8.20659 -1.14595
C -3.80540 -8.81941 -2.70735
O -4.48003 -8.90716 -0.03911
N -2.10610 -6.53534 0.19796
C -1.52304 -5.15065 0.17020
H -0.72150 -3.99050 5.94651
H -0.93451 -3.15004 4.27305
H 0.78114 -3.81832 4.71736
H -0.55817 -6.31091 4.82781
H -2.03673 -5.43964 3.95749
H -0.24803 -6.90546 2.34695
H 1.03824 -5.61688 2.84736
H 0.84722 -2.91753 2.46930
H -0.46718 0.15677 0.15544
H 1.18743 -0.36705 -0.58073
H 2.32691 0.17666 1.45339
H 1.10809 -0.76046 2.63178
H 0.95614 1.85338 3.09565
H -0.65138 1.28769 2.18931
H 1.48479 3.38630 1.37408
H 1.23508 2.19182 -0.06519
H -0.97765 4.15031 1.49792
H -0.32548 4.23658 -0.27026
H -2.30323 1.91184 0.90836
H -1.42554 1.85014 -0.82666
H -3.19758 2.99955 -1.82362
H -2.92790 4.55405 -0.77672
H -5.34892 3.77023 -0.34701
H -4.41333 2.98309 1.20166
H -4.24213 0.67638 -2.81321
H -2.94271 0.40382 -1.45670
H -4.29431 -0.89825 -1.72541
H -7.79591 1.59074 -0.61260
H -7.10648 0.58450 -2.10735
H -6.81140 2.48249 -2.02369
H -3.76048 -1.68828 0.53960
H -4.22919 -3.29180 2.84410
H -6.26046 -2.48985 4.62878
H -7.78862 -0.18064 4.24679
H -7.24175 1.52394 1.93533
H 0.34648 -2.82929 -2.56996
H -1.08693 -2.73461 -3.80721
H 0.42113 0.08942 -3.30090
H -0.51419 -0.58564 -4.79093
H 2.39938 -2.77256 -3.30244
H 3.54583 -1.88442 -4.50593
H 4.19777 -0.44190 -2.78798
H 2.50310 0.38827 -2.71013
H 2.93573 -1.18717 -1.60273
H -3.98599 -5.94069 -3.06221
H -2.81389 -8.58077 -3.28883
H -4.00348 -9.97646 -2.73955
H -4.67969 -8.32052 -3.34691
H -3.81262 -9.21261 0.64298
C -0.44556 2.97021 -3.68928
Br -1.07482 3.39547 -1.89837
Br -1.90995 2.86721 -4.96568
Br 0.94361 4.19769 -4.27887
H 0.00716 1.97435 -3.64102
C -0.51041 0.55424 6.05203
Br -0.43461 2.43305 5.55354
Br -2.04671 -0.34228 5.26444
Br 1.15288 -0.36971 5.64721
H -0.64071 0.51674 7.13860
C 4.58788 -0.01156 7.85535
Br 6.37112 0.69210 8.18560
Br 4.41220 -1.85186 8.46092
Br 3.20709 1.13321 8.60835
H 4.44215 -0.01680 6.77010
C 7.67741 1.03056 -2.79008
Br 7.82263 -0.42552 -4.07183
Br 5.87643 1.76326 -2.72781
Br 8.30738 0.50720 -1.02562
H 8.33659 1.83173 -3.14028
C -2.30323 7.63686 0.61931
Br -2.65252 7.67652 -1.29396
Br -3.65112 6.61507 1.58024
Br -0.50372 7.01214 1.01377
H -2.36897 8.66942 0.97780
C 6.77741 -1.85083 1.80685
Br 6.92263 -3.30691 0.52510
Br 4.97643 -1.11813 1.86912
Br 7.40738 -2.37419 3.57131
H 7.43659 -1.04966 1.45664
C 3.21853 5.77875 -7.76282
Br 2.18947 6.94906 -8.92712
Br 3.27886 6.44558 -5.93636
Br 2.58614 3.94084 -7.84191
H 4.24743 5.77926 -8.13752
C 0.51853 4.08851 9.74937
Br -0.51053 5.25881 8.58508
Br 0.57886 4.75534 11.57583
Br -0.11386 2.25060 9.67029
H 1.54743 4.08901 9.37468
C 6.32879 9.07763 -4.35162
Br 5.22029 8.36737 -2.91951
Br 7.48745 10.51023 -3.72760
Br 7.33206 7.67607 -5.25338
H 5.65185 9.51410 -5.09342
C 7.28788 -1.08128 -8.42967
Br 9.07112 -0.37761 -8.09942
Br 7.11220 -2.92157 -7.82410
Br 5.90709 0.06350 -7.67667
H 7.14215 -1.08651 -9.51492
*
```



Entry 2:
Formula: C42H60N4O6S6Si3TeZr
Source: OMol25
Level of theory: ωB97M-V with the def2-TZVPD basis set

Its HOMO energy is -0.032 Ha. The value obtained for the calculated total energy is -5879.9229 Eh. For the lowest unoccupied orbital energy, the calculation gives 3.6032 eV. For the relative energy (zero: lowest compared OMol25 entry of this formula, charge and spin), the calculation gives 0.0 kcal per mole. The value obtained for the frontier orbital gap is 4.5 eV.

ORCA input file:
```
! RIJCOSX wB97M-V def2-TZVPD def2/J DEFGRID3
* xyz -2 1
Zr 0.64243 -0.41325 -0.19632
C -1.63794 2.46160 2.62627
C -0.96692 1.26859 2.03869
N -0.90207 1.05603 0.75308
N -1.50908 2.05810 -0.02969
C -0.90458 2.33553 -1.12015
S 0.55693 1.64358 -1.77181
S -1.57254 3.59584 -2.16577
C -2.80861 4.35521 -1.08069
C -2.30944 5.55870 -0.32872
C -3.00256 6.76223 -0.37625
C -2.55715 7.86967 0.33618
C -1.40960 7.78210 1.10822
C -0.70726 6.58264 1.15886
C -1.14957 5.48354 0.44324
C -0.04492 0.45039 2.98515
C -0.17184 0.83348 4.43866
C 0.63073 1.75356 5.05093
C 1.73528 2.35074 4.42021
C 2.06142 1.85291 3.14380
C 1.30297 0.92679 2.48814
O 1.63838 0.47734 1.24953
H -0.90261 3.26681 2.73698
H -1.96809 2.22059 3.63751
H -2.45273 2.81268 1.99987
H -3.12097 3.57335 -0.38782
H -3.65925 4.61206 -1.71229
H -3.90284 6.83192 -0.97708
H -3.10964 8.80063 0.28577
H -1.06063 8.64228 1.66652
H 0.19034 6.50155 1.75952
H -0.59806 4.55152 0.47240
H -0.97170 0.35513 4.99869
H 0.42077 2.00126 6.08927
H 2.37777 3.05261 4.93278
H 2.97792 2.17366 2.65084
O 1.90867 -4.37570 -0.44265
C 1.53227 -3.23540 -0.61098
O 1.52718 -2.29683 0.29723
C 1.03247 -2.70235 -1.99380
O 0.58543 -3.45119 -2.83429
O 1.14444 -1.40687 -2.06903
S -7.51819 1.38646 -1.28583
C -6.22288 0.70565 -2.11209
S -4.63363 1.36759 -2.04967
C -3.98310 0.05709 -3.03279
N -4.91890 -0.79496 -3.37131
N -6.16411 -0.41049 -2.87419
C -7.22186 -1.30714 -3.18186
C -6.90503 -2.64223 -3.43140
C -7.90656 -3.54669 -3.73919
C -9.23135 -3.13688 -3.81177
C -9.53660 -1.80442 -3.58249
C -8.54370 -0.88622 -3.27073
S -2.33407 -0.03185 -3.38180
H -5.87024 -2.94811 -3.39923
H -7.64359 -4.58047 -3.92727
H -10.01336 -3.84640 -4.05211
H -10.56231 -1.46221 -3.64811
H -8.79180 0.14681 -3.09226
O -1.07721 -1.68131 -0.36260
S -2.59620 -1.59239 -0.60834
C -3.20260 -2.62676 0.74025
C -2.85650 -4.05465 0.34572
C -3.31778 -4.16642 -1.10678
C -2.84103 -2.90791 -1.83618
H -4.28347 -2.45983 0.77918
H -2.74477 -2.26200 1.65868
H -3.34373 -4.78293 0.99587
H -1.77752 -4.20299 0.41978
H -4.41020 -4.22100 -1.13552
H -2.92472 -5.05720 -1.59669
H -3.51428 -2.52322 -2.59701
H -1.84703 -3.01520 -2.27457
C 0.51851 -3.96692 2.92094
Si 1.04544 -2.25690 3.51411
C 2.84163 -1.90900 3.10208
C 0.89811 -2.26561 5.39319
C -0.25195 -1.07091 2.80856
H 1.35811 -4.66626 2.93049
H 0.16781 -3.92227 1.88816
H -0.27782 -4.38128 3.54671
H 3.35804 -2.85110 2.89552
H 3.33475 -1.40755 3.93811
H 2.93286 -1.27550 2.22152
H 1.54622 -3.03949 5.81853
H -0.12734 -2.46795 5.71513
H 1.19341 -1.29698 5.79967
H -0.51063 -1.35901 1.78435
H -1.17128 -1.33793 3.35471
C 3.35011 3.63662 -0.11517
Si 5.05957 2.97303 -0.43023
C 6.29105 3.80499 0.72465
C 5.57738 3.32004 -2.20255
C 5.15103 1.12235 -0.13046
Te 3.84407 -0.01906 -1.37769
C 4.57969 -1.89843 -0.63746
Si 5.34631 -2.99948 -1.93753
C 6.84187 -2.12170 -2.66877
C 4.12966 -3.42461 -3.28210
C 5.92363 -4.58169 -1.10522
H 3.32929 4.72620 -0.20843
H 3.00021 3.37378 0.88810
H 2.61760 3.22629 -0.81377
H 6.32532 4.88519 0.56052
H 7.29963 3.40914 0.58036
H 6.00939 3.63450 1.76678
H 5.54359 4.39200 -2.41445
H 4.90893 2.81853 -2.90579
H 6.59295 2.96542 -2.39751
H 4.87828 0.88010 0.89965
H 6.16654 0.76821 -0.32369
H 3.75937 -2.38353 -0.11376
H 5.31616 -1.60993 0.11602
H 6.54293 -1.18357 -3.14206
H 7.33258 -2.74392 -3.42192
H 7.57720 -1.88902 -1.89334
H 3.71048 -2.53091 -3.75174
H 3.29769 -4.00823 -2.88073
H 4.60760 -4.02142 -4.06436
H 6.64939 -4.37601 -0.31411
H 6.38977 -5.26034 -1.82520
H 5.06841 -5.09466 -0.65841
*
```



Which value of calculated total energy does entry 1 give?
-79504.5917 Eh



Among the records above, which one has the highest calculated total energy?
C42H60N4O6S6Si3TeZr